[1]
The following is a quantum chemistry calculation of C34H26BErF15GeN6O8S6 as an isolated structure in a non-equilibrium geometry, from the Open Molecules 2025 dataset.

XYZ file:
```
98
C34H26BErF15GeN6O8S6, DFT wB97M-V/def2-TZVPD
Er -0.4557 -0.0632 -0.5572
C 3.3516 -1.3654 -4.2333
N 3.7936 -0.1514 -3.5981
C 5.0882 0.1707 -3.2339
C 5.0116 1.2537 -2.4389
N 3.6826 1.6013 -2.2632
B 3.2326 2.8444 -1.4159
N 3.2465 2.4920 0.1232
C 4.3070 1.9016 0.7566
C 3.9445 1.6027 2.0268
N 2.6437 2.0121 2.1630
C 1.8598 1.9427 3.3877
C 2.2359 2.5324 0.9879
S 0.4799 3.2228 0.9795
C 2.9299 0.6735 -2.9190
S 1.3265 1.0608 -3.6714
H 4.1761 -1.7953 -4.7976
H 2.5245 -1.1362 -4.9035
H 3.0061 -2.0739 -3.4730
H 5.9361 -0.3811 -3.5983
H 5.8030 1.8484 -2.0183
H 2.1331 3.1834 -1.7311
H 4.0609 3.7072 -1.5855
H 5.2385 1.7176 0.2542
H 4.4826 1.1139 2.8184
H 2.4165 1.3724 4.1284
H 0.9001 1.4586 3.2140
H 1.6785 2.9458 3.7727
O 3.1772 -1.3714 -0.8106
S 1.9678 -0.7196 -1.3232
O 0.7617 -1.6739 -1.1276
O 0.2285 0.3323 -2.8021
O 1.5409 0.4371 -0.4243
O -3.8029 1.8460 -2.9871
C -2.6309 1.9538 -2.5928
O -2.0728 1.2260 -1.7236
C -1.8671 3.0677 -3.3726
N -0.5765 3.5037 -2.7829
C -0.4958 4.9761 -2.9096
C -1.9372 5.3911 -2.6755
C -2.7005 4.3586 -3.5067
H -1.6784 2.6341 -4.3568
H 0.2284 3.0235 -3.2243
H -0.5068 3.2252 -1.7707
H -0.1689 5.2319 -3.9200
H 0.1981 5.3697 -2.1761
H -2.1352 6.4172 -2.9804
H -2.1800 5.2863 -1.6155
H -2.7332 4.6804 -4.5492
H -3.7212 4.1874 -3.1751
S -3.3862 -1.5133 -0.9647
C -2.9541 -1.5019 -2.5672
N -3.6517 -0.9073 -3.5304
C -3.1143 -1.0050 -4.8797
C -1.6415 -1.3680 -4.7566
S -1.5511 -2.3394 -3.2153
H -4.1376 -0.0364 -3.2852
H -3.2586 -0.0559 -5.3956
H -3.6573 -1.7867 -5.4215
H -1.0076 -0.4974 -4.6136
H -1.2800 -1.9723 -5.5861
O -0.2845 2.3176 0.0185
O 0.6607 4.5603 0.3929
F 1.2513 -0.6521 1.8277
C 1.4656 -1.8789 2.3271
C 0.3611 -2.5205 2.8491
C 0.5570 -3.7710 3.3992
F -0.4735 -4.4363 3.9465
C 1.8089 -4.3581 3.4329
F 1.9874 -5.5625 3.9872
C 2.8965 -3.6754 2.9169
F 4.1077 -4.2278 2.9787
C 2.7409 -2.4125 2.3669
F 3.8159 -1.7387 1.9780
Ge -1.4186 -1.5563 2.8344
S -1.7316 0.3073 1.8637
C -2.4511 -3.1564 2.2298
C -2.0736 -3.5622 0.9633
F -1.1075 -2.8533 0.3547
C -2.6029 -4.6738 0.3425
F -2.2241 -5.0511 -0.8762
C -3.5517 -5.4143 1.0287
F -4.0752 -6.5038 0.4683
C -3.9412 -5.0451 2.3052
F -4.8369 -5.7918 2.9612
C -3.3868 -3.9217 2.8946
F -3.7419 -3.6251 4.1502
C -1.7295 -1.1567 4.7779
C -0.6981 -0.8846 5.6599
F 0.5749 -1.1447 5.3160
C -0.9083 -0.3170 6.9039
F 0.1153 -0.0707 7.7281
C -2.1959 0.0106 7.2850
F -2.4188 0.5718 8.4727
C -3.2533 -0.2339 6.4257
F -4.4922 0.0963 6.8006
C -3.0043 -0.7967 5.1874
F -4.0312 -0.9617 4.3495
```

Calculated values
Net charge   -1
Spin multiplicity   4
<S²>   3.75
E   -251593.515 eV
E_HOMO (alpha / beta)   -5.06 / -5.06 eV

Charges obtained by Löwdin population analysis, quoted in units of e:
1. Er 1.034
2. C -0.031
3. N -0.139
4. C -0.047
5. C -0.077
6. N 0.010
7. B -0.395
8. N 0.039
9. C -0.035
10. C -0.032
11. N -0.094
12. C -0.025
13. C -0.291
14. S 0.815
15. C -0.567
16. S 0.894
17. H 0.091
18. H 0.070
19. H 0.092
20. H 0.116
21. H 0.112
22. H 0.061
23. H 0.075
24. H 0.115
25. H 0.123
26. H 0.095
27. H 0.059
28. H 0.094
29. O -0.360
30. S 0.587
31. O -0.543
32. O -0.819
33. O -0.519
34. O -0.007
35. C -0.575
36. O -0.150
37. C -0.156
38. N 0.077
39. C -0.122
40. C -0.146
41. C -0.120
42. H 0.157
43. H 0.064
44. H 0.135
45. H 0.135
46. H 0.119
47. H 0.114
48. H 0.127
49. H 0.115
50. H 0.113
51. S 0.706
52. C -1.107
53. N -0.048
54. C -0.224
55. C -0.400
56. S 0.972
57. H 0.108
58. H 0.119
59. H 0.112
60. H 0.041
61. H 0.076
62. O -0.633
63. O -0.485
64. F 0.021
65. C -0.219
66. C -0.112
67. C -0.212
68. F 0.098
69. C -0.137
70. F 0.111
71. C -0.127
72. F 0.124
73. C -0.134
74. F 0.124
75. Ge 0.653
76. S 0.274
77. C -0.121
78. C -0.305
79. F -0.010
80. C -0.158
81. F 0.119
82. C -0.129
83. F 0.124
84. C -0.136
85. F 0.111
86. C -0.215
87. F 0.100
88. C -0.122
89. C -0.214
90. F 0.089
91. C -0.145
92. F 0.112
93. C -0.138
94. F 0.123
95. C -0.139
96. F 0.117
97. C -0.242
98. F 0.092

[2]
The following is a quantum chemistry calculation of C34H26CrO7S as an isolated structure in a non-equilibrium geometry, from the Open Molecules 2025 dataset.

XYZ file:
```
69
C34H26CrO7S, DFT wB97M-V/def2-TZVPD
C 7.4340 0.3830 -3.0498
C 6.3490 1.4041 -3.2418
O 5.0670 0.8852 -2.7740
C 4.2047 1.9025 -2.5473
C 2.7923 1.5575 -2.3530
S 1.8675 2.9105 -2.8113
C 0.1723 2.2767 -2.8441
C -0.4074 1.9246 -4.0631
C -1.7773 1.6529 -4.1056
C -2.5451 1.7474 -2.9428
C -1.9558 2.1389 -1.7358
C -0.5839 2.3771 -1.6807
O 1.8070 3.9015 -1.7603
O 2.1030 3.2944 -4.1827
O 4.5747 3.0886 -2.5258
H 8.3213 0.7243 -3.5820
H 7.6985 0.3020 -1.9967
H 7.1655 -0.6087 -3.4154
H 6.5816 2.3240 -2.6933
H 6.2397 1.6303 -4.3122
H 2.3891 0.5683 -2.4964
H 0.2146 1.8936 -4.9570
H -2.2444 1.3757 -5.0510
H -3.6098 1.5087 -2.9719
H -2.5544 2.2445 -0.8309
H -0.0859 2.6406 -0.7486
O -5.4331 -0.5405 5.2859
C -4.4876 -0.0149 4.8504
Cr -2.7808 0.6278 4.3143
C -2.4286 -1.1664 3.8596
O -2.2738 -2.3090 3.6843
C -2.4262 0.0732 6.1036
O -2.3495 -0.4131 7.1571
C -2.9635 2.7762 4.4696
C -3.7093 2.3155 3.3743
C -3.0863 1.5109 2.4042
C -1.6882 1.3034 2.4301
C -1.0217 0.5950 1.3564
C -0.5193 -0.2833 0.6539
C -0.0758 -1.4514 0.0108
C 0.7870 -2.3068 0.8254
C 1.2167 -1.8297 2.1031
C 1.4527 -2.7181 3.1504
C 1.4840 -4.0986 2.9042
C 1.3601 -4.5585 1.5875
C 1.1123 -3.6592 0.5527
C -0.9623 -1.9324 -1.0578
C -2.1034 -1.1650 -1.4315
C -3.0138 -1.5944 -2.3981
C -2.8566 -2.8434 -3.0072
C -1.7781 -3.6442 -2.6307
C -0.8413 -3.1846 -1.7056
C -1.0146 1.5909 3.6384
C -1.6210 2.3940 4.6205
H -3.4449 3.3803 5.2414
H -4.7749 2.5389 3.2749
H -3.6609 1.0794 1.5777
H 1.2653 -0.7552 2.2815
H 1.5942 -2.3412 4.1659
H 1.6242 -4.8052 3.7232
H 1.4474 -5.6204 1.3496
H 1.1788 -4.0220 -0.4698
H -2.2722 -0.2187 -0.9179
H -3.8477 -0.9456 -2.6661
H -3.5773 -3.1858 -3.7513
H -1.6520 -4.6462 -3.0470
H -0.0287 -3.8581 -1.4753
H 0.0027 1.2077 3.7699
H -1.0497 2.6701 5.5104
```

Calculated values
Net charge   +1
Energy above the lowest of the compared OMol25 structures with the same formula, charge and spin   0.3044 eV
Spin multiplicity   4
<S²>   3.82
E   -89256.270 eV
E_HOMO (alpha / beta)   -9.99 / -11.52 eV

Charges obtained by Löwdin population analysis, quoted in units of e:
1. C -0.070
2. C -0.209
3. O 0.007
4. C -0.503
5. C 0.027
6. S 0.673
7. C -0.270
8. C -0.041
9. C -0.056
10. C -0.093
11. C -0.099
12. C -0.071
13. O -0.272
14. O -0.256
15. O 0.079
16. H 0.084
17. H 0.079
18. H 0.080
19. H 0.123
20. H 0.137
21. H 0.113
22. H 0.118
23. H 0.114
24. H 0.107
25. H 0.098
26. H 0.109
27. O 0.193
28. C -0.067
29. Cr 0.252
30. C -0.078
31. O 0.173
32. C -0.062
33. O 0.198
34. C -0.085
35. C -0.095
36. C -0.087
37. C -0.225
38. C 0.079
39. C 0.032
40. C -0.069
41. C -0.146
42. C -0.028
43. C -0.074
44. C -0.066
45. C -0.055
46. C -0.024
47. C -0.139
48. C -0.024
49. C -0.067
50. C -0.063
51. C -0.061
52. C -0.018
53. C -0.080
54. C -0.096
55. H 0.150
56. H 0.151
57. H 0.153
58. H 0.107
59. H 0.108
60. H 0.111
61. H 0.116
62. H 0.096
63. H 0.077
64. H 0.102
65. H 0.112
66. H 0.114
67. H 0.074
68. H 0.152
69. H 0.151

[3]
The following is a quantum chemistry calculation of C34H26FeN9O2Sb as an isolated structure in a non-equilibrium geometry, from the Open Molecules 2025 dataset.

XYZ file:
```
73
C34H26FeN9O2Sb, DFT wB97M-V/def2-TZVPD
Fe -0.1570 -0.0993 0.0094
C 2.4715 -2.1748 1.2083
C 3.0151 -0.7823 1.2247
C 4.3777 -0.5871 1.4571
C 4.9046 0.6885 1.4605
C 4.0498 1.7540 1.2245
C 2.7069 1.4877 1.0041
N 2.1883 0.2573 1.0098
Sb 1.4555 3.2027 0.6124
C -0.2539 2.5631 1.7673
C -0.7213 3.5662 2.6033
C -1.7292 3.2708 3.5070
C -2.2119 1.9814 3.5360
C -1.7201 1.0228 2.6465
C -2.3076 -0.3517 2.7188
N -0.7454 1.3125 1.7625
C 0.8855 2.6099 -1.3895
C 1.6553 3.1538 -2.4055
C 1.2819 2.9079 -3.7169
C 0.1160 2.2019 -3.9453
C -0.6292 1.7151 -2.8723
C -1.9314 1.0312 -3.1497
N -0.2164 1.8888 -1.6021
H 3.2590 -2.8929 0.9872
H 1.6794 -2.2700 0.4725
H 2.0567 -2.4202 2.1877
H 5.0110 -1.4470 1.6270
H 5.9595 0.8542 1.6389
H 4.4113 2.7739 1.2076
H -0.2962 4.5598 2.5461
H -2.1075 4.0270 4.1827
H -2.9754 1.6912 4.2453
H -3.3964 -0.2964 2.7264
H -2.0002 -0.8491 3.6414
H -1.9909 -0.9560 1.8830
H 2.5271 3.7532 -2.1726
H 1.8660 3.2922 -4.5433
H -0.2344 2.0372 -4.9551
H -2.3411 1.3792 -4.0968
H -2.6439 1.2248 -2.3554
H -1.7930 -0.0485 -3.2229
O -2.3677 -3.3309 -1.5290
C -2.0290 -2.1919 -1.2983
N -0.8081 -1.6194 -1.5247
C -0.0922 -1.9151 -2.6221
O -0.4858 -2.3770 -3.6830
C 1.3504 -1.4940 -2.4950
C 2.2708 -2.0036 -3.4026
C 3.5835 -1.5782 -3.3415
C 3.9235 -0.6334 -2.3832
C 2.9421 -0.1903 -1.5144
N 1.6789 -0.6175 -1.5406
C -3.0125 -1.2229 -0.6840
C -4.3669 -1.5275 -0.7155
C -5.2770 -0.5752 -0.2924
C -4.7964 0.6473 0.1575
C -3.4279 0.8480 0.1881
N -2.5500 -0.0645 -0.2216
H 1.9272 -2.7168 -4.1378
H 4.3268 -1.9664 -4.0254
H 4.9308 -0.2483 -2.3031
H 3.1906 0.5486 -0.7650
H -4.6681 -2.4958 -1.0890
H -6.3399 -0.7753 -0.3229
H -5.4637 1.4333 0.4835
H -3.0127 1.7830 0.5480
N -0.5295 -1.7219 1.3823
C -0.6274 -2.4590 2.2728
C -0.7307 -3.2877 3.3677
C 0.1308 -4.3976 3.5178
N 0.8453 -5.2930 3.6581
C -1.6342 -2.9460 4.3979
N -2.3569 -2.6440 5.2468
```

Calculated values
Net charge   0
Energy above the lowest of the compared OMol25 structures with the same formula, charge and spin   0.9696 eV
Spin multiplicity   5
<S²>   6.01
E   -94110.148 eV
E_HOMO (alpha / beta)   -7.65 / -7.62 eV

Charges obtained by Löwdin population analysis, quoted in units of e:
1. Fe 0.793
2. C -0.018
3. C -0.317
4. C -0.011
5. C -0.047
6. C -0.131
7. C -0.481
8. N 0.020
9. Sb 1.533
10. C -0.438
11. C -0.145
12. C -0.049
13. C -0.010
14. C -0.293
15. C -0.055
16. N 0.035
17. C -0.471
18. C -0.136
19. C -0.049
20. C -0.014
21. C -0.298
22. C -0.010
23. N 0.055
24. H 0.092
25. H 0.052
26. H 0.084
27. H 0.121
28. H 0.114
29. H 0.086
30. H 0.075
31. H 0.114
32. H 0.126
33. H 0.103
34. H 0.066
35. H 0.004
36. H 0.089
37. H 0.112
38. H 0.118
39. H 0.088
40. H 0.065
41. H 0.073
42. O 0.108
43. C -0.459
44. N 0.059
45. C -0.484
46. O 0.069
47. C -0.172
48. C 0.012
49. C -0.043
50. C -0.035
51. C -0.141
52. N 0.097
53. C -0.192
54. C 0.024
55. C -0.036
56. C -0.044
57. C -0.155
58. N 0.057
59. H 0.122
60. H 0.111
61. H 0.108
62. H 0.069
63. H 0.124
64. H 0.112
65. H 0.108
66. H 0.114
67. N 0.116
68. C -0.183
69. C -0.257
70. C -0.249
71. N 0.124
72. C -0.261
73. N 0.132